# 1
ORCA calculation (ωB97M-V/def2-TZVPD) on C28H58HgN5O4SSi2 as an isolated structure.

The geometry in XYZ format:
```
99
C28H58HgN5O4SSi2 ωB97M-V/def2-TZVPD
Hg 0.596 -1.247 -0.684
C 4.224 2.175 3.407
C 2.733 1.828 3.133
C 1.956 3.154 3.270
C 0.520 3.119 3.717
C 0.277 2.578 5.098
C -0.244 4.377 3.395
N -0.922 1.439 2.119
C -2.320 1.366 2.463
C -3.178 1.453 1.181
N -2.769 0.506 0.176
C -3.134 -0.850 0.531
C -2.180 -1.479 1.613
O -2.736 -2.040 2.564
O -0.957 -1.368 1.405
C -2.985 0.863 -1.217
C -4.128 1.863 -1.480
C -1.688 1.229 -1.993
C -0.610 2.223 -1.500
C 0.265 2.523 -2.729
C -1.225 3.552 -1.019
N 0.210 1.567 -0.474
C 1.214 2.440 0.144
C 2.514 1.755 0.624
N 2.503 1.055 1.902
C 3.464 -0.046 1.891
C 3.350 -1.225 0.861
O 4.435 -1.642 0.457
O 2.226 -1.728 0.642
H 4.312 2.760 4.323
H 4.640 2.757 2.585
H 4.829 1.285 3.535
H 2.411 1.163 3.946
H 2.050 3.708 2.337
H 2.501 3.741 4.030
H 0.789 3.182 5.863
H 0.642 1.557 5.187
H -0.788 2.581 5.329
H 0.143 5.242 3.957
H -1.298 4.273 3.645
H -0.168 4.617 2.335
H -0.527 0.501 2.063
H -0.335 2.007 2.787
H -2.606 2.217 3.098
H -2.580 0.448 3.001
H -3.076 2.460 0.782
H -4.243 1.318 1.475
H -3.038 -1.500 -0.341
H -4.175 -0.910 0.904
H -3.316 -0.057 -1.722
H -3.907 2.868 -1.136
H -5.039 1.527 -0.986
H -4.326 1.901 -2.549
H -2.030 1.570 -2.975
H -1.146 0.291 -2.149
H -0.342 2.812 -3.585
H 0.838 1.639 -2.983
H 0.964 3.332 -2.541
H -1.977 3.897 -1.729
H -0.460 4.324 -0.943
H -1.671 3.429 -0.038
H -0.422 1.287 0.285
H 0.749 2.989 0.966
H 1.550 3.158 -0.610
H 3.305 2.528 0.598
H 2.766 1.015 -0.134
H 3.410 -0.544 2.865
H 4.493 0.316 1.741
S 4.028 1.236 -3.348
C 2.957 0.310 -2.614
N 2.122 -0.348 -2.124
C -0.571 -6.060 -1.773
Si -0.708 -4.390 -0.813
C 0.535 -4.526 0.621
C -2.503 -4.485 -0.133
C -0.463 -2.841 -1.899
Si 0.422 -3.079 -3.562
C -0.423 -4.347 -4.754
C 2.207 -3.680 -3.273
C 0.371 -1.497 -4.645
H -0.685 -6.907 -1.101
H 0.393 -6.156 -2.259
H -1.339 -6.144 -2.534
H 0.514 -5.495 1.117
H 0.315 -3.759 1.355
H 1.547 -4.341 0.272
H -2.749 -5.485 0.215
H -3.233 -4.216 -0.893
H -2.629 -3.807 0.702
H -1.449 -2.405 -2.094
H -0.249 -5.372 -4.453
H -0.053 -4.238 -5.771
H -1.498 -4.194 -4.783
H 2.215 -4.657 -2.800
H 2.705 -2.991 -2.599
H 2.798 -3.742 -4.182
H -0.649 -1.164 -4.816
H 0.834 -1.655 -5.615
H 0.905 -0.694 -4.154
```

multiplicity	2
energy relative to the best compared isomer or geometry (same formula, charge and spin)	0.748	eV
E_LUMO (alpha / beta)	0.1534 / 0.1425	Ha
strongest force on any atom	1.78	eV/A
E_HOMO (alpha / beta)	-2.763 / -2.764	eV
charge	-2
expectation value of S²	0.754

***

# 2
ORCA calculation (ωB97M-V/def2-TZVPD) on a 6-piece molecular cluster, C28H58INO17S5 overall.

The geometry in XYZ format:
```
110
C28H58INO17S5 ωB97M-V/def2-TZVPD
C 1.317 0.851 0.442
C -0.040 0.275 0.000
C -0.098 -1.227 -0.076
C -0.694 -1.962 -1.019
C -1.434 -1.382 -2.184
I -0.302 -1.855 -3.964
C -2.898 -1.800 -2.366
C -3.597 -1.049 -3.506
C -0.601 -3.454 -0.860
O -1.469 -4.208 -1.219
C 0.609 -3.966 -0.177
C 1.156 -3.274 0.815
C 2.349 -3.776 1.604
N 2.692 -3.045 2.822
C 4.123 -2.800 3.015
C 0.479 -1.968 1.095
O 0.313 -1.535 2.207
H 2.077 0.718 -0.334
H 1.656 0.423 1.383
H 1.206 1.926 0.580
H -0.287 0.697 -0.975
H -0.796 0.598 0.725
H -1.424 -0.293 -2.124
H -2.964 -2.873 -2.526
H -3.392 -1.557 -1.416
H -3.491 -1.575 -4.458
H -3.199 -0.039 -3.640
H -4.670 -0.979 -3.309
H 0.970 -4.948 -0.469
H 2.129 -4.816 1.879
H 3.193 -3.806 0.904
H 2.198 -2.167 2.844
H 4.366 -2.833 4.080
H 4.707 -3.581 2.522
H 4.457 -1.839 2.601
C 7.856 -1.067 -1.921
C 6.708 -0.216 -1.426
O 5.462 -0.474 -2.120
S 4.692 -1.814 -1.768
C 3.167 -1.421 -2.534
O 4.518 -1.880 -0.346
O 5.301 -2.920 -2.439
H 7.700 -2.121 -1.699
H 8.775 -0.743 -1.433
H 7.973 -0.964 -3.000
H 6.541 -0.338 -0.355
H 6.892 0.839 -1.618
H 2.717 -0.573 -2.026
H 2.534 -2.301 -2.438
H 3.344 -1.202 -3.584
C -2.815 -1.808 2.442
C -4.207 -1.476 1.953
O -4.963 -0.659 2.889
S -4.573 0.869 2.986
C -5.960 1.406 3.920
O -4.598 1.442 1.674
O -3.384 1.023 3.773
H -2.192 -0.922 2.529
H -2.348 -2.491 1.732
H -2.851 -2.289 3.419
H -4.190 -0.962 0.990
H -4.813 -2.371 1.838
H -6.857 1.275 3.322
H -5.794 2.457 4.143
H -6.005 0.826 4.838
C 4.740 6.147 -1.147
C 4.555 5.988 0.346
O 3.193 6.224 0.783
S 2.119 5.100 0.475
C 0.836 5.728 1.498
O 2.598 3.855 0.999
O 1.716 5.169 -0.895
H 4.201 5.383 -1.703
H 5.801 6.064 -1.384
H 4.381 7.121 -1.477
H 4.866 5.002 0.694
H 5.130 6.732 0.893
H 1.158 5.682 2.534
H -0.029 5.088 1.333
H 0.616 6.747 1.195
C -2.196 1.219 10.378
C -1.078 1.002 9.381
O -1.454 1.323 8.021
S -1.569 2.857 7.633
C -1.651 2.649 5.896
O -0.354 3.514 8.015
O -2.813 3.383 8.110
H -2.455 2.272 10.468
H -1.876 0.855 11.355
H -3.091 0.676 10.074
H -0.185 1.572 9.640
H -0.801 -0.049 9.328
H -0.712 2.232 5.543
H -1.816 3.638 5.475
H -2.481 1.994 5.654
C -3.778 -4.223 -9.554
C -2.601 -3.442 -9.012
O -2.578 -2.061 -9.454
S -3.618 -1.065 -8.793
C -2.896 0.429 -9.370
O -3.496 -1.158 -7.370
O -4.905 -1.233 -9.393
H -4.723 -3.854 -9.160
H -3.671 -5.270 -9.270
H -3.816 -4.154 -10.641
H -2.569 -3.458 -7.922
H -1.661 -3.845 -9.381
H -1.913 0.542 -8.924
H -3.559 1.231 -9.052
H -2.840 0.391 -10.454
```

multiplicity	1
E_LUMO	-0.0289	Ha
strongest force on any atom	0.66	eV/A
E_HOMO	-8.428	eV
SMILES	CCC1=C([C@@H](I)CC)C(=O)C=C(CNC)C1=O.CCOS(C)(=O)=O.CCOS(C)(=O)=O.CCOS(C)(=O)=O.CCOS(C)(=O)=O.CCOS(C)(=O)=O

***

# 3
ORCA calculation (ωB97M-V/def2-TZVPD) on C28H58O26V as an isolated structure.

The geometry in XYZ format:
```
113
C28H58O26V ωB97M-V/def2-TZVPD
V -2.870 1.471 0.683
C -1.980 3.555 -3.259
C -2.863 3.705 -2.045
O -3.059 2.578 -1.243
H -0.994 3.123 -3.091
H -1.862 4.485 -3.815
H -2.350 2.755 -3.900
H -3.843 4.107 -2.302
H -2.535 4.503 -1.378
C 0.538 0.735 -1.101
C 0.182 -0.204 0.015
O -1.017 0.141 0.656
H -0.277 0.788 -1.823
H 1.388 0.328 -1.648
H 0.931 1.636 -0.630
H 1.035 -0.409 0.662
H 0.023 -1.205 -0.384
C -1.588 -3.515 0.831
O -2.493 -4.491 1.222
C -2.570 -5.705 0.692
O -1.630 -6.269 0.122
O -3.745 -6.238 1.072
C -4.039 -7.590 0.736
H -0.586 -3.943 0.872
H -1.618 -2.617 1.448
H -1.714 -3.283 -0.226
H -5.079 -7.908 0.796
H -3.399 -8.195 1.379
H -3.718 -7.798 -0.284
C -5.553 -3.538 -0.980
O -5.113 -2.328 -0.319
C -4.203 -1.457 -0.835
O -3.980 -0.323 -0.372
O -3.545 -1.985 -1.919
C -2.462 -1.323 -2.461
H -4.733 -4.234 -1.158
H -5.850 -3.398 -2.019
H -6.339 -4.090 -0.465
H -2.047 -1.714 -3.390
H -1.698 -1.133 -1.708
H -2.742 -0.319 -2.781
C 2.475 0.250 -9.753
O 1.579 0.134 -8.708
C 1.678 0.971 -7.620
O 2.356 1.989 -7.515
O 0.888 0.445 -6.618
C 0.901 1.087 -5.294
H 2.362 1.269 -10.123
H 2.312 -0.568 -10.455
H 3.540 0.074 -9.605
H 0.219 1.937 -5.305
H 1.910 1.363 -4.989
H 0.711 0.588 -4.343
C 5.081 2.521 -1.521
O 4.657 1.319 -0.877
C 4.169 0.228 -1.610
O 4.009 0.193 -2.840
O 4.040 -0.835 -0.880
C 3.697 -2.120 -1.395
H 6.115 2.260 -1.747
H 5.137 3.369 -0.838
H 4.640 2.856 -2.460
H 4.472 -2.478 -2.073
H 2.843 -2.049 -2.069
H 3.322 -2.847 -0.675
C -3.386 -0.001 6.651
O -2.035 0.021 6.141
C -1.670 1.047 5.398
O -2.374 1.986 4.981
O -0.466 0.799 5.028
C -0.024 1.178 3.724
H -3.622 0.974 7.077
H -3.402 -0.774 7.420
H -4.086 -0.228 5.847
H -0.605 0.651 2.966
H 1.015 0.937 3.500
H -0.078 2.233 3.457
C 3.121 4.919 2.016
O 3.267 3.631 1.455
C 3.674 2.631 2.259
O 4.022 2.820 3.383
O 3.490 1.461 1.604
C 3.603 0.279 2.386
H 2.415 4.904 2.847
H 2.704 5.531 1.217
H 4.134 5.309 2.116
H 3.223 -0.485 1.707
H 2.916 0.242 3.231
H 4.620 -0.012 2.648
C -2.770 5.251 3.666
O -1.681 5.284 2.791
C -1.510 4.398 1.848
O -2.104 3.285 1.755
O -0.482 4.806 1.097
C 0.132 3.904 0.234
H -3.094 4.282 4.046
H -3.660 5.696 3.223
H -2.605 5.794 4.597
H -0.477 3.189 -0.320
H 0.736 3.157 0.749
H 0.750 4.360 -0.540
C 3.639 -5.079 1.806
O 2.255 -4.632 1.825
C 1.941 -3.678 2.632
O 2.743 -3.009 3.221
O 0.602 -3.398 2.622
C 0.055 -2.342 3.396
H 4.151 -4.524 1.021
H 3.680 -6.132 1.528
H 4.232 -4.933 2.709
H -0.500 -2.944 4.115
H -0.457 -1.669 2.708
H 0.851 -1.770 3.874
```

multiplicity	5
E_LUMO (alpha / beta)	-0.1146 / -0.2401	Ha
strongest force on any atom	4.39	eV/A
E_HOMO (alpha / beta)	-10.721 / -10.812	eV
charge	+1
expectation value of S²	6.013

***

no.,M (Da)
1,817.63
2,968.00
3,861.69